Record 1
111
Properties=species:S:1:pos:R:3 method="wB97M-V/def2-TZVPD" charge=+2 homo_lumo_gap_ev=6.955 e_tot_ha=-5133.80701 homo_energy_ev=-11.88 de_lowest_ev=0.749
Ga -0.458 -0.320 0.055
C -2.902 1.801 -1.434
N -3.904 1.192 -0.582
C -4.052 -0.285 -0.612
P -2.644 -1.280 -1.074
C -3.036 -2.948 -0.291
C -3.648 -3.993 -0.978
C -3.961 -5.243 -0.468
C -3.490 -5.520 0.776
C -2.950 -4.486 1.550
C -2.819 -3.189 1.054
C -2.591 -1.529 -2.868
C -3.277 -0.713 -3.763
C -3.120 -0.930 -5.137
C -2.350 -1.968 -5.532
C -1.673 -2.832 -4.647
C -1.746 -2.580 -3.324
C -4.688 1.996 0.241
C -5.102 1.489 1.446
C -6.061 2.131 2.227
C -6.542 3.377 1.877
C -5.970 4.024 0.757
C -5.054 3.292 -0.092
P -1.186 1.876 -0.575
C -0.067 2.933 -1.594
C 0.770 3.792 -0.885
C 1.599 4.638 -1.561
C 1.692 4.633 -2.927
C 0.860 3.754 -3.645
C -0.095 3.003 -3.015
C -1.436 2.675 0.999
C -1.481 1.924 2.175
C -1.723 2.551 3.403
C -2.055 3.879 3.401
C -2.100 4.643 2.252
C -1.827 3.974 1.050
H -3.061 2.891 -1.647
H -2.803 1.262 -2.427
H -4.884 -0.535 -1.309
H -4.605 -0.670 0.304
H -4.093 -3.895 -1.943
H -4.628 -5.885 -1.076
H -3.646 -6.517 1.192
H -2.735 -4.762 2.557
H -2.590 -2.359 1.704
H -4.007 0.010 -3.463
H -3.536 -0.216 -5.855
H -2.316 -2.116 -6.607
H -1.075 -3.572 -5.104
H -1.229 -3.220 -2.614
H -4.781 0.513 1.835
H -6.564 1.666 3.104
H -7.296 3.804 2.475
H -6.396 4.998 0.527
H -4.835 3.654 -1.097
H 0.785 3.706 0.228
H 2.316 5.218 -1.044
H 2.315 5.310 -3.518
H 0.941 3.637 -4.712
H -0.832 2.495 -3.594
H -1.377 0.776 2.080
H -1.694 1.830 4.309
H -2.266 4.356 4.330
H -2.318 5.661 2.238
H -1.901 4.627 0.197
C 8.787 -1.615 -0.655
O 7.380 -1.653 -0.383
C 6.849 -1.314 0.833
C 5.668 -2.021 1.201
C 5.077 -1.712 2.390
C 5.685 -0.863 3.350
C 6.857 -0.229 2.998
C 7.420 -0.451 1.733
N 5.177 -0.522 4.583
N 3.970 -0.376 4.961
C 2.761 -0.552 4.036
C 1.770 -1.397 4.482
C 0.699 -1.710 3.643
C 0.530 -0.976 2.444
O -0.565 -1.140 1.706
C 1.580 -0.097 2.050
N 1.451 0.500 0.781
C 2.322 1.326 0.368
C 3.430 1.800 1.179
C 3.567 1.248 2.434
C 2.665 0.193 2.874
H 8.901 -1.651 -1.723
H 9.395 -2.480 -0.306
H 9.218 -0.661 -0.214
H 5.282 -2.819 0.597
H 4.158 -2.180 2.696
H 7.388 0.397 3.679
H 8.352 -0.022 1.484
H 2.031 -1.842 5.403
H -0.008 -2.516 3.763
H 2.194 1.746 -0.620
H 4.048 2.599 0.774
H 4.333 1.496 3.133
N 0.967 -0.079 -2.652
C 1.351 -1.334 -2.155
C 2.347 -2.143 -2.683
C 2.499 -3.406 -2.151
C 1.662 -3.798 -1.104
C 0.824 -2.901 -0.491
N 0.689 -1.684 -1.018
H -0.050 0.101 -2.753
H 1.418 0.192 -3.465
H 3.082 -1.778 -3.437
H 3.288 -4.066 -2.566
H 1.655 -4.848 -0.760
H 0.095 -3.191 0.231

---

Record 2
112
Properties=species:S:1:pos:R:3 method="wB97M-V/def2-TZVPD" charge=+1 homo_lumo_gap_ev=7.261 e_tot_ha=-3384.16871 homo_energy_ev=-9.70
Pt -0.031 0.091 -0.002
C 5.872 0.223 3.347
C 6.107 -0.876 2.347
C 7.227 -1.696 2.425
C 7.440 -2.721 1.515
C 6.527 -2.938 0.494
C 5.414 -2.120 0.383
C 5.202 -1.102 1.309
N 4.081 -0.231 1.200
C 2.825 -0.569 0.797
N 2.479 -1.847 1.003
C 1.277 -2.533 0.738
C 0.121 -1.893 0.319
C -1.027 -2.677 0.157
C -1.018 -4.040 0.390
C 0.158 -4.654 0.796
C 1.315 -3.919 0.973
C 2.585 -4.598 1.417
N 2.024 0.343 0.302
C 2.584 1.653 0.093
C 2.198 2.690 0.934
C 2.725 3.958 0.767
C 3.629 4.198 -0.258
C 4.013 3.163 -1.094
C 3.513 1.873 -0.933
C 4.024 0.764 -1.813
H 6.629 0.196 4.128
H 4.890 0.125 3.814
H 5.914 1.211 2.880
H 7.942 -1.529 3.220
H 8.320 -3.343 1.598
H 6.686 -3.728 -0.227
H 4.714 -2.260 -0.432
H 4.268 0.761 1.225
H 3.199 -2.402 1.440
H -1.950 -2.209 -0.152
H -1.922 -4.621 0.265
H 0.174 -5.721 0.983
H 2.421 -5.669 1.507
H 2.922 -4.242 2.396
H 3.399 -4.448 0.703
H 1.461 2.503 1.703
H 2.416 4.758 1.425
H 4.038 5.189 -0.402
H 4.719 3.350 -1.894
H 4.382 1.165 -2.760
H 3.257 0.023 -2.020
H 4.864 0.249 -1.338
Cl 1.289 3.298 -6.029
C 0.868 2.944 -4.380
C 0.465 3.955 -3.555
C 0.101 3.699 -2.223
I -0.550 5.260 -1.012
C 0.127 2.419 -1.688
O -0.235 2.149 -0.461
C 0.572 1.374 -2.569
N 0.602 0.113 -2.052
C 0.969 -0.904 -2.794
C 1.350 -0.745 -4.134
C 1.333 0.503 -4.689
C 0.936 1.615 -3.910
H 0.426 4.964 -3.942
H 0.965 -1.878 -2.317
H 1.647 -1.607 -4.715
H 1.613 0.651 -5.723
C -6.508 -1.983 -0.614
C -6.641 -0.753 0.242
C -7.847 -0.424 0.851
C -7.970 0.700 1.654
C -6.876 1.527 1.856
C -5.669 1.232 1.243
C -5.552 0.095 0.449
N -4.333 -0.213 -0.219
C -3.073 -0.031 0.269
N -2.965 -0.053 1.601
C -1.845 0.135 2.433
C -0.552 0.235 1.947
C 0.478 0.368 2.886
C 0.228 0.409 4.244
C -1.079 0.317 4.700
C -2.126 0.181 3.810
C -3.543 0.084 4.317
N -2.062 0.111 -0.554
C -2.398 0.216 -1.948
C -2.177 -0.869 -2.789
C -2.461 -0.776 -4.142
C -2.979 0.405 -4.653
C -3.245 1.467 -3.802
C -2.979 1.393 -2.437
C -3.383 2.516 -1.523
H -7.427 -2.565 -0.589
H -5.689 -2.615 -0.265
H -6.305 -1.729 -1.658
H -8.704 -1.067 0.695
H -8.921 0.934 2.114
H -6.961 2.412 2.472
H -4.819 1.893 1.364
H -4.388 -0.374 -1.214
H -3.833 -0.224 2.085
H 1.503 0.437 2.551
H 1.046 0.501 4.946
H -1.285 0.352 5.762
H -3.554 0.155 5.402
H -4.011 -0.870 4.053
H -4.171 0.890 3.928
H -1.761 -1.780 -2.376
H -2.274 -1.621 -4.791
H -3.195 0.493 -5.710
H -3.682 2.376 -4.197
H -3.447 3.454 -2.072
H -2.679 2.638 -0.702
H -4.371 2.318 -1.096

---

Record 3
114
Properties=species:S:1:pos:R:3 method="wB97M-V/def2-TZVPD" charge=+1 homo_lumo_gap_ev="4.259 / 4.266" e_tot_ha=-5406.88356 homo_energy_ev="-9.14 / -9.14" de_lowest_ev=4.874
Ir -1.391 0.117 -0.867
C -1.358 3.808 -1.190
P -0.623 2.897 -2.609
C -1.586 1.337 -2.747
C -3.028 1.604 -2.712
C -3.904 0.977 -3.519
C -3.476 -0.120 -4.422
C -2.051 0.061 -4.808
C -1.187 0.667 -3.990
C 1.086 2.728 -1.933
C 1.749 3.891 -2.052
C 3.043 4.132 -1.449
C 3.629 3.205 -0.699
C 3.065 1.831 -0.496
C 1.679 1.582 -1.157
C -1.668 3.074 0.082
C -2.172 3.694 1.212
C -2.223 2.715 2.228
C -1.755 1.549 1.674
C -1.456 0.253 2.354
P -1.621 -1.102 1.121
C -0.425 -2.395 1.604
C 0.390 -2.337 2.728
C 1.178 -3.429 3.074
C 1.166 -4.577 2.299
C 0.365 -4.636 1.165
C -0.423 -3.551 0.820
C -3.149 -1.977 1.648
C -3.289 -2.263 3.008
C -4.399 -2.940 3.480
C -5.396 -3.344 2.601
C -5.249 -3.101 1.246
C -4.126 -2.434 0.772
N -1.431 1.751 0.339
H -2.248 4.322 -1.563
H -0.629 4.591 -0.967
H -3.392 2.365 -2.030
H -4.954 1.244 -3.501
H -4.127 -0.207 -5.292
H -1.714 -0.380 -5.738
H -0.153 0.758 -4.301
H 1.286 4.699 -2.608
H 3.522 5.086 -1.625
H 4.618 3.378 -0.288
H 3.793 1.185 -0.999
H 0.935 1.334 -0.387
H -2.462 4.731 1.290
H -2.548 2.853 3.248
H -2.093 0.118 3.225
H -0.411 0.266 2.682
H 0.421 -1.456 3.355
H 1.786 -3.378 3.968
H 1.777 -5.426 2.577
H 0.346 -5.534 0.562
H -1.056 -3.598 -0.060
H -2.513 -1.970 3.705
H -4.481 -3.162 4.536
H -6.273 -3.857 2.972
H -6.003 -3.441 0.548
H -4.022 -2.308 -0.295
C 1.048 3.291 1.643
P 1.363 1.496 1.878
C 3.168 1.353 1.053
C 4.083 2.182 1.817
C 5.182 1.684 2.458
C 5.491 0.326 2.380
C 4.633 -0.547 1.699
C 3.512 -0.072 1.090
C 1.718 1.407 3.670
C 1.238 2.375 4.553
C 1.354 2.197 5.924
C 1.947 1.053 6.434
C 2.417 0.077 5.566
C 2.283 0.242 4.198
H 1.723 3.909 2.233
H 0.013 3.489 1.935
H 1.151 3.537 0.586
H 3.873 3.243 1.857
H 5.831 2.350 3.013
H 6.390 -0.051 2.850
H 4.856 -1.606 1.677
H 2.837 -0.746 0.573
H 0.761 3.271 4.177
H 0.970 2.951 6.598
H 2.031 0.911 7.503
H 2.874 -0.825 5.953
H 2.606 -0.545 3.532
N -5.842 -1.425 -2.734
C -5.042 -2.078 -3.613
O -5.434 -2.975 -4.323
C -3.564 -1.637 -3.634
C -2.756 -2.639 -4.372
C -1.515 -2.961 -3.960
C -0.969 -2.327 -2.816
N -1.726 -1.585 -2.020
C -3.007 -1.406 -2.306
H -6.822 -1.655 -2.756
H -5.569 -0.569 -2.282
H -3.201 -3.067 -5.260
H -0.910 -3.674 -4.503
H 0.061 -2.464 -2.529
H -3.611 -0.932 -1.548
C 4.023 -2.875 -1.973
S 2.990 -2.673 -3.461
C 3.365 -1.008 -3.883
C 2.851 0.080 -3.278
S 1.676 -0.061 -1.974
S 3.398 1.628 -3.880
C 4.448 1.007 -5.140
S 5.286 1.982 -6.137
S 4.480 -0.726 -5.205
H 4.243 -3.937 -1.889
H 3.474 -2.535 -1.097
H 4.949 -2.320 -2.096